Below is a 11-piece molecular cluster, C17H56N2O11 overall, with properties calculated with ωB97M-V/def2-TZVPD.

Each line ends with the Löwdin charge.
CARTESIAN COORDINATES (ANGSTROEM)
C (13.18621, -25.65755, 0.62935)  -0.181
O (12.44996, -24.50519, 0.83976)  -0.155
H (12.58144, -26.59669, 0.72630)  0.082
H (13.98973, -25.65903, 1.40530)  0.088
H (13.62894, -25.68635, -0.34392)  0.061
H (12.79824, -23.71899, 0.36329)  0.055
C (7.55648, -25.42718, -4.23914)  -0.112
O (7.47828, -26.89986, -4.44254)  -0.129
H (7.29487, -25.01520, -5.21528)  0.075
H (8.48178, -24.93336, -4.02457)  0.034
H (6.81203, -25.20786, -3.46490)  0.087
H (6.70505, -27.06383, -4.97845)  0.071
C (11.17119, -25.66359, -5.82500)  -0.166
O (12.41541, -25.13665, -5.40098)  -0.126
H (10.83243, -26.60127, -5.33498)  0.086
H (11.17920, -25.81095, -6.88400)  0.070
H (10.35406, -24.96817, -5.60294)  0.042
H (12.47455, -24.92998, -4.45365)  0.015
C (14.64105, -21.59737, -0.71827)  -0.122
O (13.34742, -22.19242, -0.65787)  -0.123
H (15.47422, -22.26799, -0.86678)  0.064
H (14.82435, -21.09238, 0.26339)  0.096
H (14.61203, -20.79030, -1.44460)  0.072
H (13.21847, -22.60765, -1.50448)  0.033
C (11.35162, -24.69311, -2.62665)  -0.160
O (12.38337, -23.85893, -3.04044)  -0.149
H (11.76809, -25.76082, -2.55387)  0.119
H (10.50426, -24.66327, -3.33014)  0.064
H (10.92040, -24.51979, -1.64337)  0.062
H (11.98580, -23.02168, -3.34191)  0.027
C (8.57582, -22.31679, -5.43868)  -0.187
O (8.75710, -21.15321, -6.17450)  -0.107
H (9.51434, -22.86383, -5.46382)  0.076
H (7.66223, -22.89328, -5.53545)  0.070
H (8.47158, -22.04438, -4.38149)  0.047
H (9.18909, -20.54966, -5.52472)  0.036
C (9.59284, -27.85027, -1.49136)  -0.122
O (8.82387, -26.67803, -1.77436)  -0.148
H (9.61673, -28.13946, -0.44280)  0.075
H (10.60038, -27.75082, -1.88010)  0.062
H (9.07478, -28.61071, -2.08668)  0.084
H (8.50079, -26.70132, -2.68276)  0.020
C (10.58840, -20.32554, -3.86872)  -0.587
O (11.27680, -21.51716, -3.66978)  -0.106
N (9.54334, -20.00781, -3.20525)  0.220
N (10.87555, -19.58933, -4.90384)  0.157
H (9.25357, -20.54296, -2.40840)  0.072
H (9.13410, -19.10402, -3.27454)  0.133
H (11.61044, -19.86987, -5.62072)  0.178
H (10.47536, -18.66694, -5.04748)  0.130
C (15.91718, -23.52453, -3.54598)  -0.017
C (15.77469, -22.14846, -4.17089)  -0.656
C (14.34462, -21.59867, -4.28516)  -0.041
O (16.52207, -21.33038, -3.61906)  0.013
H (16.09008, -23.44438, -2.47945)  0.059
H (16.89318, -23.93086, -3.87325)  0.085
H (15.17985, -24.25106, -3.88330)  0.080
H (16.12772, -22.22260, -5.23210)  0.145
H (14.44589, -20.59470, -4.69850)  0.076
H (13.79384, -21.42079, -3.38464)  0.035
H (13.73033, -22.14604, -4.98092)  0.075
H (16.74483, -20.60834, -4.25573)  0.150
C (8.52305, -23.28147, -1.82399)  -0.040
C (8.66662, -22.27010, -0.75984)  -0.661
C (10.07330, -22.10804, -0.34635)  -0.021
O (8.19830, -21.16882, -1.09493)  0.016
H (7.47906, -23.60373, -2.05393)  0.103
H (8.90775, -24.18603, -1.36153)  0.061
H (9.19064, -22.94819, -2.67914)  0.088
H (8.15464, -22.54327, 0.14462)  0.129
H (10.36636, -22.96690, 0.20625)  0.057
H (10.29055, -21.36493, 0.33596)  0.079
H (10.76882, -21.96061, -1.11914)  0.055
H (7.49171, -21.21877, -1.74032)  0.128
C (9.19939, -25.14009, 1.45163)  -0.030
C (9.18009, -25.53271, 2.92070)  -0.619
C (10.45494, -26.33792, 3.30999)  -0.039
O (8.93895, -24.67422, 3.81224)  0.028
H (8.51459, -24.27592, 1.35782)  0.085
H (8.84435, -25.89925, 0.79759)  0.057
H (10.23436, -24.92333, 1.16962)  0.055
H (8.32261, -26.17047, 2.93052)  0.129
H (11.35056, -25.80407, 3.74768)  0.095
H (10.84022, -26.92873, 2.44000)  0.065
H (10.26257, -27.15482, 4.02237)  0.066
H (9.64927, -24.02240, 3.85726)  0.124

## Properties
M   464.6 g mol⁻¹
Highest occupied orbital energy   -9.42 eV
Maximum force   0.2225 hartree/bohr
Relative energy (zero: lowest compared OMol25 entry of this formula, charge and spin)   2.309 eV
LUMO   0.0 eV
Gap between HOMO and LUMO   9.451 eV
Total energy   -1618.17330 hartree